No. 1
The following is a quantum chemistry calculation of C59H55N3O7S3TeTi as an isolated structure in a non-equilibrium geometry, from the Open Molecules 2025 dataset.

The geometry in ORCA input format:
```
! RIJCOSX wB97M-V def2-TZVPD def2/J DEFGRID3
* xyz -1 2
Ti -1.43 -0.58 0.08
O -2.36 -4.61 0.04
C -1.86 -3.40 -0.10
O -2.17 -2.48 0.64
C -0.92 -3.17 -1.22
C -0.63 -4.10 -2.16
C 0.17 -3.65 -3.27
C 0.57 -2.36 -3.35
C 0.26 -1.42 -2.29
N -0.45 -1.90 -1.18
C 0.61 -0.14 -2.32
O 1.14 0.58 -3.33
O 0.16 0.62 -1.16
H -3.08 -4.56 0.70
H -1.02 -5.10 -2.10
H 0.41 -4.34 -4.07
H 1.12 -1.99 -4.21
H 2.02 0.91 -3.08
S -3.43 2.05 -1.68
C -2.77 2.30 -0.17
N -2.04 1.51 0.65
C -1.58 2.24 1.78
C -0.73 1.79 2.79
C -0.36 2.64 3.82
C -0.82 3.96 3.87
C -1.66 4.42 2.88
C -2.03 3.57 1.85
S -3.02 3.92 0.48
H -0.33 0.79 2.74
H 0.31 2.27 4.58
H -0.52 4.61 4.68
H -2.03 5.44 2.89
C -3.09 7.72 0.35
C -2.56 9.01 -0.21
O -3.06 10.09 0.00
S -1.11 8.98 -1.26
C -0.68 7.25 -1.32
C 0.15 6.71 -0.35
C 0.45 5.36 -0.36
C -0.09 4.53 -1.36
C -0.89 5.09 -2.35
C -1.18 6.44 -2.33
C 0.13 3.12 -1.32
C 0.17 1.92 -1.25
H -2.33 7.23 0.96
H -3.34 7.02 -0.45
H -3.97 7.95 0.94
H 0.55 7.34 0.44
H 1.06 4.92 0.41
H -1.32 4.44 -3.10
H -1.83 6.87 -3.08
C -7.17 -5.32 1.09
C -6.32 -4.32 0.35
C -5.92 -4.54 -0.97
C -5.12 -3.65 -1.65
C -4.69 -3.96 -3.06
C -4.65 -2.47 -1.00
C -3.71 -1.65 -1.69
O -2.91 -0.80 -1.12
C -5.11 -2.20 0.32
C -4.87 -0.89 1.02
C -5.91 -3.14 0.96
H -7.68 -5.99 0.40
H -7.92 -4.83 1.70
H -6.56 -5.94 1.76
H -6.25 -5.44 -1.48
H -5.15 -4.89 -3.39
H -3.61 -4.06 -3.13
H -4.99 -3.17 -3.76
H -3.60 -1.73 -2.76
H -5.34 -0.90 2.00
H -5.29 -0.06 0.43
H -3.83 -0.63 1.16
H -6.26 -2.92 1.96
C 7.96 -4.47 0.01
C 6.77 -3.57 0.15
C 5.48 -4.04 -0.05
C 4.36 -3.22 0.08
C 3.00 -3.81 -0.16
C 4.55 -1.87 0.42
Te 2.84 -0.63 0.50
N -0.33 -0.85 1.46
C 0.05 -1.77 2.38
O 1.12 -2.37 2.38
C -0.96 -2.10 3.47
C -0.70 -3.18 4.31
C -1.61 -3.55 5.29
C -2.79 -2.83 5.45
C -3.05 -1.74 4.62
C -2.14 -1.38 3.64
C 3.55 0.90 -0.77
C 4.02 0.60 -2.07
C 4.19 -0.81 -2.57
C 4.32 1.65 -2.94
C 4.15 2.98 -2.57
C 4.41 4.10 -3.55
C 3.70 3.25 -1.29
C 3.40 2.24 -0.38
C 2.90 2.66 0.98
C 5.84 -1.38 0.66
C 6.10 0.05 1.06
C 6.93 -2.24 0.52
H 7.68 -5.44 -0.39
H 8.45 -4.64 0.98
H 8.71 -4.04 -0.65
H 5.34 -5.08 -0.32
H 3.06 -4.90 -0.16
H 2.60 -3.50 -1.14
H 2.27 -3.50 0.59
H 0.22 -3.72 4.16
H -1.40 -4.39 5.93
H -3.50 -3.11 6.21
H -3.96 -1.17 4.74
H -2.35 -0.53 3.00
H 3.37 -1.44 -2.24
H 5.11 -1.25 -2.18
H 4.23 -0.82 -3.66
H 4.68 1.42 -3.94
H 4.95 3.74 -4.42
H 5.00 4.90 -3.09
H 3.48 4.54 -3.89
H 3.56 4.28 -0.98
H 3.48 3.52 1.34
H 2.97 1.87 1.71
H 1.85 2.96 0.92
H 5.37 0.39 1.80
H 6.01 0.72 0.20
H 7.10 0.16 1.47
H 7.93 -1.85 0.70
*
```

## Properties
E_LUMO (spin up / spin down) (eV): 2.1 / 1.8
Gap between HOMO and LUMO (spin up / spin down) (eV): 5.70 / 6.07
E_tot (hartree): -5284.41678


No. 2
The following is a quantum chemistry calculation of C59H60BBiN4O6P2Si as an isolated structure in a non-equilibrium geometry, from the Open Molecules 2025 dataset.

The geometry in ORCA input format:
```
! RIJCOSX wB97M-V def2-TZVPD def2/J DEFGRID3
* xyz 0 1
Bi -0.22 -0.20 -0.26
C 0.00 0.44 3.72
Si 0.41 -0.72 2.25
C -0.56 -2.30 2.76
C -0.45 -2.82 4.05
C -1.16 -3.94 4.44
C -2.04 -4.55 3.55
C -2.18 -4.04 2.28
C -1.44 -2.93 1.88
P -1.47 -2.48 0.10
C -1.18 -4.17 -0.55
C -0.02 -4.83 -0.16
C 0.27 -6.08 -0.66
C -0.60 -6.70 -1.54
C -1.78 -6.06 -1.90
C -2.07 -4.80 -1.40
C -3.20 -2.13 -0.32
C -3.50 -1.94 -1.66
C -4.79 -1.62 -2.04
C -5.77 -1.45 -1.08
C -5.46 -1.62 0.26
C -4.18 -1.96 0.65
C 2.24 -1.25 2.17
C 2.54 -2.59 1.93
C 3.82 -3.01 1.61
C 4.83 -2.08 1.50
C 4.57 -0.75 1.77
C 3.30 -0.32 2.11
P 2.96 1.39 2.69
C 4.60 2.18 2.44
C 4.89 3.12 1.46
C 6.16 3.66 1.36
C 7.15 3.30 2.25
C 6.86 2.40 3.27
C 5.59 1.86 3.37
C 2.07 2.10 1.25
C 1.12 3.09 1.50
C 0.49 3.73 0.45
C 0.81 3.41 -0.86
C 1.76 2.42 -1.11
C 2.37 1.76 -0.07
H 0.72 0.35 4.53
H -0.98 0.21 4.13
H -0.02 1.48 3.42
H 0.23 -2.35 4.74
H -1.02 -4.35 5.43
H -2.59 -5.43 3.85
H -2.85 -4.51 1.57
H 0.66 -4.34 0.52
H 1.19 -6.58 -0.37
H -0.37 -7.68 -1.94
H -2.47 -6.54 -2.57
H -2.99 -4.30 -1.69
H -2.71 -2.05 -2.40
H -5.03 -1.48 -3.09
H -6.77 -1.18 -1.37
H -6.23 -1.46 1.01
H -3.95 -2.09 1.70
H 1.74 -3.31 2.03
H 4.02 -4.06 1.43
H 5.83 -2.38 1.22
H 5.38 -0.03 1.72
H 4.13 3.41 0.75
H 6.37 4.38 0.58
H 8.14 3.72 2.17
H 7.63 2.12 3.98
H 5.36 1.16 4.17
H 0.90 3.36 2.52
H -0.25 4.49 0.65
H 0.33 3.91 -1.68
H 2.02 2.18 -2.13
H 3.11 0.99 -0.27
N 2.73 -2.25 -1.55
C 2.10 -3.10 -2.56
C 3.01 -3.30 -3.78
C 3.92 -2.12 -4.12
C 3.43 -1.16 -5.21
N 2.37 -0.29 -4.75
C 2.29 1.01 -4.93
N 1.32 1.71 -4.39
N 3.28 1.67 -5.62
C 0.71 -2.47 -2.90
O 0.51 -2.04 -4.04
O -0.10 -2.47 -1.95
H 3.43 -2.77 -1.02
H 2.01 -1.95 -0.88
H 1.85 -4.10 -2.15
H 2.38 -3.57 -4.63
H 3.65 -4.16 -3.57
H 4.87 -2.52 -4.49
H 4.11 -1.56 -3.21
H 3.08 -1.74 -6.07
H 4.28 -0.55 -5.52
H 1.56 -0.82 -4.37
H 0.47 1.35 -3.66
H 1.29 2.69 -4.59
H 3.82 1.17 -6.30
H 3.14 2.65 -5.81
C -0.96 2.74 -8.78
C -1.30 2.46 -7.35
C -1.20 3.45 -6.39
C -1.40 3.17 -5.04
C -1.27 4.27 -4.03
C -1.69 1.86 -4.65
C -1.87 0.87 -5.62
C -2.22 -0.52 -5.19
C -1.68 1.18 -6.95
C -1.67 1.46 -3.19
O -2.68 1.41 -2.50
O -0.49 1.19 -2.77
H -0.60 3.76 -8.91
H -1.81 2.59 -9.44
H -0.17 2.06 -9.11
H -0.95 4.46 -6.69
H -1.93 5.10 -4.28
H -0.26 4.67 -4.02
H -1.53 3.91 -3.04
H -3.01 -0.48 -4.43
H -1.36 -1.02 -4.74
H -2.56 -1.12 -6.04
H -1.82 0.42 -7.71
O -2.17 2.28 0.71
B -2.00 0.91 0.73
O -2.92 0.34 1.60
C -3.67 1.36 2.10
C -4.69 1.33 3.03
C -5.25 2.55 3.38
C -4.80 3.74 2.81
C -3.77 3.77 1.89
C -3.21 2.56 1.54
H -5.03 0.41 3.46
H -6.04 2.58 4.11
H -5.27 4.67 3.11
H -3.42 4.69 1.45
*
```

## Properties
E_LUMO (eV): 0.3
Gap between HOMO and LUMO (eV): 8.08
E_tot (hartree): -4166.59355


What is the E_tot in the first record?
-5284.41678 hartree


The lowest E_tot belongs to which entry?
C59H55N3O7S3TeTi


Among the records above, which one has the lowest E_tot?
C59H55N3O7S3TeTi